No. 1
C11H12N3 | ωB97M-V with the def2-TZVPD basis set

Structure (XYZ):
```
26
C11H12N3 ωB97M-V with the def2-TZVPD basis set
C 3.04950 -0.35261 0.60183
C -1.44253 -0.83767 0.23715
C 1.76613 1.85976 0.79184
C 0.53191 1.37514 0.52290
C -0.20375 -1.42412 0.18473
C -1.68724 0.55769 0.57288
C 2.55868 0.96773 -0.02546
C 1.09993 0.55673 -0.60850
C -0.04383 -2.92489 0.39206
C -3.08227 1.16311 0.65741
C 0.58157 0.78308 -2.05537
N -0.64569 1.33162 0.93645
N 2.16087 -1.20047 0.60358
N 0.97310 -0.82061 -0.09313
H -2.25678 -1.59017 0.34186
H 2.05486 2.72402 1.42019
H 3.39963 1.29440 -0.69894
H 1.03236 -3.12277 0.04690
H -0.87417 -3.38639 -0.18107
H -0.20797 -3.20140 1.39518
H -3.65800 0.57762 1.37858
H -3.52553 1.25047 -0.43852
H -3.11599 2.13502 1.17599
H 1.50968 0.75942 -2.76493
H 0.05556 1.71627 -2.09685
H -0.03005 -0.19099 -2.29674
```

The LUMO energy (spin up / spin down) is -6.3 / -5.8 eV. For the calculated total energy, the calculation gives -590.124835 Eh. The energy above the lowest of the compared OMol25 structures with the same formula, charge and spin comes out at 8.1508 eV. As for the net charge: +1.

No. 2
C11H12NO | ωB97M-V with the def2-TZVPD basis set

Structure (XYZ):
```
25
C11H12NO ωB97M-V with the def2-TZVPD basis set
O 1.79411 -0.60553 1.73578
C 0.78608 0.02720 1.11291
C 0.15387 -0.78295 -0.02596
C -1.18471 -1.31254 -0.01166
C -1.56722 -1.99112 -1.13340
C -0.72767 -2.25169 -2.23962
C 0.54024 -1.70182 -2.20599
C 1.00143 -1.03703 -1.09867
C -0.36490 0.59881 1.97635
C -1.10453 1.63105 1.54447
C -0.68780 2.47331 0.35554
C 0.50367 2.23453 -0.17074
N 1.43903 1.28223 0.45942
H 1.85979 -1.59998 1.33490
H -1.92099 -1.09248 0.77451
H -2.68717 -2.30166 -1.20357
H -1.17989 -2.73090 -3.18227
H 1.18759 -1.70367 -3.15341
H 1.91731 -0.55383 -1.09998
H -0.45732 0.13594 2.86682
H -1.90595 2.00963 2.02565
H -1.48592 3.06515 -0.12466
H 1.02753 2.78051 -0.85974
H 2.32711 1.15589 -0.20303
H 1.85766 1.75164 1.27214
```

The LUMO energy is -3.9 eV. For the calculated total energy, the calculation gives -556.018577 Eh. Its SMILES is O[C@@]1(c2ccccc2)C=CC=C[NH2+]1. The energy above the lowest of the compared OMol25 structures with the same formula, charge and spin comes out at 3.2387 eV. As for the net charge: +1.

No. 3
C11H12O | ωB97M-V with the def2-TZVPD basis set

Structure (XYZ):
```
24
C11H12O ωB97M-V with the def2-TZVPD basis set
C -0.46754 -0.42092 -2.43612
C 0.27320 -0.77202 -1.22132
C 1.09431 -1.88534 -1.15969
C 1.65363 -2.31634 -0.00561
C 1.42616 -1.60059 1.16867
C 0.51046 -0.56822 1.09208
C 0.03639 -0.11958 -0.11905
C -0.68903 1.27964 0.15883
C -0.29961 1.72681 1.53437
C 0.36482 0.50308 2.26977
C -1.96227 1.68913 -0.43485
O -0.72073 2.22062 -0.81587
H -1.49474 -0.72137 -2.17392
H -0.33362 0.56594 -2.58180
H -0.01520 -0.92745 -3.27180
H 1.29419 -2.36078 -2.05644
H 2.15892 -3.34104 0.07859
H 1.71127 -1.97267 2.07565
H -1.11933 2.17718 1.98555
H 0.42623 2.44932 1.37324
H -0.22217 0.15600 3.13898
H 1.34943 0.75062 2.69076
H -2.33198 1.12851 -1.28259
H -2.64281 2.35949 -0.00743
```

The LUMO energy is 1.0 eV. For the calculated total energy, the calculation gives -501.509625 Eh. Its SMILES is Cc1cccc2c1[C@]1(CC2)CO1. The energy above the lowest of the compared OMol25 structures with the same formula, charge and spin comes out at 1.8578 eV.

No. 4
C11H12O2 | ωB97M-V with the def2-TZVPD basis set

Structure (XYZ):
```
25
C11H12O2 ωB97M-V with the def2-TZVPD basis set
O -0.95271 3.13070 -0.79721
C -0.96704 2.16310 -0.06982
C -2.05649 1.28973 0.16188
O -3.26344 1.52659 0.59220
C -1.53042 0.00003 0.74340
C -1.01422 0.30194 2.15117
C 0.06279 1.13352 1.94112
C 0.28702 1.29180 0.44571
C -0.14403 -0.14116 -0.00699
C 0.82676 -1.32002 0.44411
C 1.75228 -1.59144 -0.75032
C 1.18221 -0.80240 -1.95422
C -0.23006 -0.38309 -1.45453
H -2.20635 -0.76940 0.52983
H -1.46583 -0.00724 3.11743
H 0.70204 1.68810 2.62703
H 1.32217 1.55281 0.21958
H 0.20609 -2.23040 0.60523
H 1.37953 -1.09297 1.35351
H 1.92803 -2.67532 -0.81901
H 2.75828 -1.23369 -0.54164
H 0.95881 -1.21936 -2.95365
H 1.81603 0.14716 -1.92092
H -0.44998 0.52990 -1.99409
H -0.90147 -1.28889 -1.66978
```

The LUMO energy is -1.0 eV. For the calculated total energy, the calculation gives -576.712711 Eh. Its SMILES is O=C1C(=O)[C@@H]2C=C[C@H]1C21CCCC1. The energy above the lowest of the compared OMol25 structures with the same formula, charge and spin comes out at 3.8928 eV.

No. 5
C11H12O5ReS4Sb | ωB97M-V with the def2-TZVPD basis set

Structure (XYZ):
```
34
C11H12O5ReS4Sb ωB97M-V with the def2-TZVPD basis set
Re 0.53988 -0.72044 0.14914
O 2.07905 -0.92583 3.98209
C 1.49711 -0.59123 2.89120
O 1.57449 -1.28164 1.85057
C 0.72519 0.69763 2.94896
O 0.09113 0.88909 1.69192
C 0.10589 2.22731 1.12917
C 0.35694 2.14187 -0.37234
O 0.25996 3.08309 -1.08208
O 0.78536 0.92207 -0.79953
H 2.57072 -1.76757 3.91338
H 1.42585 1.50441 3.18262
H -0.00878 0.64128 3.75719
H 0.91267 2.81089 1.57502
H -0.84632 2.71461 1.32405
S 4.09885 -3.18316 -2.51582
Sb 3.84817 -1.51308 -4.36813
S 1.31145 -2.15428 -1.29908
S 3.30457 -2.27921 -0.89004
S 2.26916 -0.21688 -3.56822
C -1.22327 -1.64732 0.79331
C -1.68726 -0.76249 -0.28273
C -1.40251 -1.11329 -1.62396
C -1.67066 -0.21703 -2.66957
C -2.26224 0.98715 -2.38920
C -2.63264 1.32315 -1.06503
C -2.34603 0.48189 -0.03221
H -1.27563 -2.71683 0.61483
H -1.56593 -1.36273 1.78583
H -1.11673 -2.13195 -1.85317
H -1.44272 -0.49738 -3.68842
H -2.48380 1.68032 -3.18984
H -3.15183 2.25474 -0.88190
H -2.64008 0.72285 0.98197
```

The LUMO energy (spin up / spin down) is -8.7 / -8.5 eV. For the calculated total energy, the calculation gives -2713.272882 Eh. The energy above the lowest of the compared OMol25 structures with the same formula, charge and spin comes out at 1.2550 eV. As for the net charge: +2.

No. 6
C11H13BrCoO3S | ωB97M-V with the def2-TZVPD basis set

Structure (XYZ):
```
30
C11H13BrCoO3S ωB97M-V with the def2-TZVPD basis set
C 0.69452 -2.78873 0.07848
C 1.89868 -2.23259 0.61758
C 1.55037 -1.31332 1.65451
H 2.92686 -2.51695 0.37253
C 0.11615 -1.29738 1.75404
C -0.41524 -2.21338 0.79260
H -1.46945 -2.46974 0.69865
H 0.64542 -3.54624 -0.70083
H 2.23804 -0.78651 2.30208
H -0.44287 -0.78608 2.53475
Co 0.71185 -0.82633 -0.08782
Br 2.07341 0.69192 -1.20809
C -1.21027 0.87477 -2.21075
C -2.02327 -0.10741 -1.57719
C -1.48077 -1.39649 -1.88787
H -2.89952 0.08833 -0.95871
C -0.34805 -1.20731 -2.74473
C -0.23011 0.19397 -2.99918
H 0.44669 0.65999 -3.72237
H -1.32464 1.95288 -2.12915
H -1.91709 -2.35307 -1.61647
H 0.30902 -1.99011 -3.13093
C 0.58615 3.59625 1.57000
S -0.54730 2.27336 1.98279
O 0.16257 1.46634 2.98353
O -1.75023 2.90628 2.50984
O -0.74503 1.54104 0.70397
H 0.63758 4.36110 2.35654
H 0.23023 4.05531 0.65091
H 1.57631 3.17008 1.41126
```

The LUMO energy (spin up / spin down) is 5.6 / 5.6 eV. For the calculated total energy, the calculation gives -5007.598500 Eh. The energy above the lowest of the compared OMol25 structures with the same formula, charge and spin comes out at 0.5669 eV. As for the spin multiplicity: 4. As for the net charge: -2.

No. 7
C11H13BrO3PtS | ωB97M-V with the def2-TZVPD basis set

Structure (XYZ):
```
30
C11H13BrO3PtS ωB97M-V with the def2-TZVPD basis set
C -2.19565 -0.66107 0.02067
C -2.03359 -1.19178 1.39837
C -1.95265 -0.03277 2.27988
H -2.16338 -2.23221 1.68356
C -2.25567 1.11846 1.50992
C -2.38496 0.75734 0.15191
H -2.68878 1.41327 -0.65805
H -2.33433 -1.28327 -0.86249
H -1.92322 -0.07280 3.36086
H -2.43394 2.09837 1.93729
Pt -0.01073 -0.79438 0.74458
Br 0.86974 -0.60245 -1.38617
C 2.33846 0.80194 -3.86383
C 1.23284 1.59024 -4.28854
C 0.23312 0.70918 -4.81050
H 1.16253 2.67489 -4.22976
C 0.72187 -0.62426 -4.70819
C 2.02863 -0.57489 -4.12590
H 2.67285 -1.42879 -3.91961
H 3.25546 1.16851 -3.40533
H -0.73005 1.00770 -5.22118
H 0.19725 -1.53010 -5.00683
C 0.93638 -0.46189 5.05568
S 1.23634 -0.03741 3.36108
O 0.69366 1.27965 3.07377
O 2.61611 -0.33378 3.03626
O 0.28282 -1.15119 2.72308
H 0.04976 0.09117 5.37240
H 1.80222 -0.15868 5.64914
H 0.77690 -1.53899 5.12793
```

The LUMO energy (spin up / spin down) is 0.4 / -3.1 eV. For the calculated total energy, the calculation gives -3743.965638 Eh. As for the spin multiplicity: 5.

No. 8
C11H13CdN2O6 | ωB97M-V with the def2-TZVPD basis set

Structure (XYZ):
```
33
C11H13CdN2O6 ωB97M-V with the def2-TZVPD basis set
O 0.80388 0.02888 -6.39261
C 0.12391 0.01335 -5.45841
Cd -0.42561 -0.01379 -3.00466
O 2.96760 0.00480 -4.34180
C 1.92519 0.00245 -3.88733
C -2.94473 -0.11595 -2.45156
O -4.06806 -0.14581 -2.48508
C -0.19426 -2.21311 -2.79042
O -0.01817 -3.34181 -2.75534
C -0.22540 2.18232 -2.78096
O -0.05394 3.30914 -2.69431
H -1.37874 0.00915 -4.61086
C -0.61298 2.30582 1.08668
N -0.32673 1.15410 1.91368
C 0.67942 1.33645 2.92377
C 0.86590 0.11286 3.76869
C 0.90167 -1.16098 2.96002
N -0.06958 -1.18918 1.90091
C -0.14138 -2.43620 1.14934
C -0.54404 -0.05629 1.29050
O -1.24130 -0.11104 0.24916
H -0.34500 3.19253 1.66693
H -1.69046 2.37484 0.88358
H -0.07225 2.29608 0.12120
H 1.62577 1.59277 2.44754
H 0.36885 2.20303 3.50915
H 0.11272 0.05773 4.55329
H 1.83402 0.20169 4.25990
H 0.72631 -2.04934 3.57804
H 1.89353 -1.24331 2.48408
H 0.87462 -2.84876 1.04719
H -0.75824 -3.18367 1.68925
H -0.59250 -2.26873 0.17045
```

The LUMO energy is -4.5 eV. For the calculated total energy, the calculation gives -1155.222672 Eh. The energy above the lowest of the compared OMol25 structures with the same formula, charge and spin comes out at 1.6234 eV. As for the net charge: +1.